{
  "formula": "C19H22AlBBrCaCl7F5Li2N6O9S2",
  "method": "the ωB97M-V functional and the def2-TZVPD basis",
  "total_charge": 1,
  "multiplicity": 1,
  "total_energy_ev": -266503.1945,
  "species": ["C", "S", "O", "O", "C", "C", "B", "N", "O", "C", "F", "C", "C", "C", "O", "C", "O", "C", "N", "S", "N", "C", "H", "H", "H", "H", "H", "H", "H", "H", "H", "H", "H", "Li", "Br", "C", "O", "N", "N", "H", "H", "H", "H", "C", "Cl", "Cl", "Cl", "H", "Li", "N", "O", "O", "O", "Ca", "C", "Cl", "Cl", "Cl", "Cl", "C", "C", "C", "C", "C", "C", "H", "H", "H", "H", "H", "H", "F", "Al", "F", "F", "F"],
  "positions_angstrom": [[-0.88990, -0.10298, 2.36273], [-1.21813, 1.07638, 1.04982], [-0.24542, 2.11662, 1.20588], [-1.09661, 0.33153, -0.21532], [-2.89199, 1.64590, 1.13381], [-3.23097, 2.85771, 0.61776], [-2.13263, 3.80956, -0.12858], [-1.49119, 4.96004, 0.62389], [-1.83712, 3.53309, -1.36840], [-4.55654, 3.27645, 0.73272], [-4.81854, 4.54180, 0.13179], [-5.60210, 2.63034, 1.29108], [-7.00435, 3.18627, 1.32606], [-7.64707, 3.02044, -0.07639], [-8.27364, 1.75747, -0.24087], [-7.45231, 0.80268, -0.77823], [-7.10885, 0.79358, -1.90533], [-5.28312, 1.33769, 1.82149], [-6.12162, 0.48737, 2.37858], [-5.27012, -0.81302, 2.80481], [-3.83439, -0.35421, 2.26024], [-3.92479, 0.86687, 1.73572], [-1.28613, 0.34197, 3.27533], [-1.37044, -1.05696, 2.19062], [0.19132, -0.14459, 2.40989], [-1.27749, 4.66666, 1.57747], [-2.07647, 5.79099, 0.68576], [-2.78899, 3.81480, -1.86594], [-6.95094, 4.24895, 1.56326], [-7.58697, 2.65721, 2.07469], [-8.37928, 3.79885, -0.27598], [-6.86270, 3.13519, -0.83334], [-7.14669, -0.00481, -0.09968], [-2.93457, -0.88881, -0.11996], [-4.43615, 3.64369, -2.58193], [-1.72796, -4.73523, -1.57023], [-2.63331, -4.14551, -0.96336], [-1.82138, -5.03547, -2.89332], [-0.59711, -5.13333, -0.95194], [-1.10525, -5.52111, -3.40022], [-2.65696, -4.75948, -3.37297], [-0.51655, -4.94079, 0.02811], [0.15798, -5.63365, -1.39534], [2.55883, -2.39361, 0.66188], [2.27384, -3.08683, 2.24906], [2.84420, -3.60964, -0.54037], [1.14723, -1.39198, 0.16610], [3.44234, -1.76199, 0.73053], [2.91175, 0.51943, -0.26363], [5.33649, 2.94840, -2.33618], [6.56451, 2.99686, -2.31626], [4.68061, 3.79851, -2.94813], [4.73602, 2.02137, -1.72194], [-4.41478, 6.62203, 0.13103], [5.79924, 4.05750, -6.69206], [5.84555, 5.61842, -5.86992], [6.76329, 4.14542, -8.17427], [6.45298, 2.81362, -5.63402], [4.12325, 3.66246, -7.10802], [5.73778, -1.12963, 2.72434], [5.78336, -2.42199, 2.21612], [6.99818, -2.98511, 1.85301], [8.16876, -2.25667, 2.00750], [8.12436, -0.96556, 2.51813], [6.90927, -0.39911, 2.87336], [4.78534, -0.69033, 3.00788], [4.87087, -2.98988, 2.10232], [7.03114, -3.98931, 1.45146], [9.11766, -2.69526, 1.72909], [9.03899, -0.40037, 2.63834], [6.87561, 0.60860, 3.26710], [3.51057, -8.56378, -0.71950], [2.33894, -7.74629, 0.17458], [1.05880, -8.77620, 0.56458], [1.72225, -6.43523, -0.77387], [3.02209, -7.09500, 1.58683]],
  "atomic_forces_ev_per_a": [[-0.948, 0.973, 0.292], [1.965, -1.837, -0.828], [-0.704, 1.022, 0.160], [-1.559, -0.100, 0.674], [-0.464, -0.038, 0.679], [0.966, 0.739, -0.231], [1.069, 0.024, 0.665], [-0.868, -0.907, 0.108], [-0.845, 1.264, -0.386], [-0.020, -0.931, 0.111], [-0.366, 0.245, 1.049], [-0.821, 0.197, 0.315], [0.254, -0.359, -0.664], [0.239, 0.289, -0.372], [0.372, -0.001, 0.726], [-0.216, -0.500, 0.064], [0.433, 0.302, -0.818], [0.934, 1.017, -0.703], [-0.093, -0.559, 0.593], [-0.307, 0.547, -0.380], [0.717, -0.701, -0.212], [-0.779, -0.363, 0.292], [0.103, -0.092, 0.143], [0.162, -0.128, -0.100], [0.076, -0.114, -0.098], [-0.023, 0.337, 0.104], [0.515, 0.416, 0.019], [1.129, -1.341, -0.263], [-0.176, 0.036, 0.144], [-0.106, 0.132, 0.081], [-0.248, -0.111, 0.226], [-0.118, 0.026, -0.121], [-0.431, 0.074, 0.390], [0.589, -0.500, -0.473], [-0.808, 0.841, -0.193], [0.532, -0.363, 0.308], [-0.313, 0.793, 0.029], [-0.186, 0.234, -0.044], [-0.402, 0.470, -0.347], [0.031, -0.069, 0.082], [-0.011, -0.060, -0.005], [0.027, -0.187, 0.048], [0.189, -0.229, 0.241], [0.364, -0.711, -0.034], [-0.229, 0.097, -0.004], [0.009, -0.086, 0.044], [0.409, 0.485, -0.162], [-0.064, 0.066, 0.078], [0.595, 0.587, -0.798], [0.262, 0.800, -0.368], [0.146, -0.294, 0.154], [-0.393, 0.002, 0.008], [-0.896, -1.169, 0.918], [0.246, -0.443, -1.021], [0.069, -0.075, 0.191], [-0.013, -0.009, -0.026], [-0.013, 0.008, -0.051], [-0.009, 0.061, -0.051], [-0.030, 0.006, -0.034], [-0.032, -0.003, -0.108], [-0.038, 0.111, -0.083], [0.043, -0.023, -0.033], [-0.025, 0.027, 0.023], [0.005, -0.027, 0.003], [-0.026, 0.050, 0.013], [0.013, -0.026, 0.081], [0.093, -0.140, 0.075], [-0.015, -0.006, 0.018], [0.002, 0.003, -0.006], [-0.004, 0.009, -0.015], [0.013, -0.002, -0.005], [-0.155, 0.231, 0.028], [0.200, -0.358, 0.119], [0.026, 0.284, -0.076], [0.153, -0.114, 0.071], [-0.195, 0.171, -0.254]],
  "mulliken_charge": [-1.095, 1.591, -0.789, -0.757, 0.200, -1.025, 1.259, -0.507, -0.397, 0.532, -0.129, -0.218, -1.330, -0.396, -0.374, 0.186, -0.406, 0.697, -0.507, 0.216, -0.416, 0.137, 0.443, 0.334, 0.577, 0.287, -0.220, 0.320, 0.286, 0.441, 0.361, 0.290, 0.396, 0.959, -0.519, 0.638, -0.738, -0.365, -0.158, 0.190, 0.200, 0.140, 0.162, 0.229, -0.116, -0.001, -0.052, -0.002, 0.887, 0.845, -0.562, -0.581, -0.644, 1.517, 0.356, -0.088, -0.115, -0.048, -0.126, -0.172, -0.140, -0.776, -0.331, -0.401, -0.475, 0.476, 0.317, 0.418, 0.377, 0.368, 0.363, -0.371, 0.488, -0.376, -0.378, -0.380]
}

{
  "formula": "C19H22AlBrF16K2LiN2Na2O6",
  "method": "the ωB97M-V functional and the def2-TZVPD basis",
  "total_charge": 1,
  "multiplicity": 1,
  "total_energy_ev": -197124.5075,
  "species": ["O", "C", "C", "C", "C", "O", "O", "N", "C", "C", "C", "F", "C", "C", "C", "O", "C", "F", "F", "C", "F", "F", "C", "F", "F", "F", "H", "H", "H", "H", "H", "H", "H", "H", "H", "H", "H", "H", "H", "H", "K", "C", "C", "O", "C", "O", "C", "F", "F", "F", "H", "H", "H", "H", "H", "Na", "Br", "F", "Al", "F", "F", "F", "C", "C", "N", "H", "H", "H", "K", "Na", "F", "Li"],
  "positions_angstrom": [[0.72971, 0.03777, 4.94636], [0.93071, -0.82081, 4.10484], [-0.20237, -1.55961, 3.41406], [-0.55870, -1.29706, 1.88760], [0.47219, -0.47098, 0.97902], [1.71674, -0.25350, 1.17027], [0.01465, -0.05513, -0.08983], [-1.79514, -0.47082, 1.84377], [-3.03746, -1.19124, 2.09033], [-4.31377, -0.36425, 2.32834], [-5.50655, -0.90026, 1.51870], [-5.20272, -1.05345, 0.18670], [-1.66241, 0.79271, 2.51839], [-1.80973, 2.07291, 1.39133], [-2.70403, 1.75909, 0.23202], [-3.07537, 2.67890, 1.32208], [-0.67914, -2.67732, 1.20029], [-1.42571, -3.54891, 1.91141], [-1.28016, -2.60661, -0.00612], [0.69201, -3.38400, 0.92277], [0.60869, -4.68477, 1.27021], [1.74440, -2.93650, 1.64660], [1.05766, -3.40848, -0.59752], [2.36335, -3.82401, -0.67600], [1.02874, -2.19228, -1.20598], [0.39097, -4.29989, -1.26049], [1.97253, -1.04764, 3.81832], [0.01465, -2.62787, 3.56176], [-1.08902, -1.37621, 4.02758], [-3.24102, -1.83756, 1.22982], [-2.93322, -1.89983, 2.93330], [-4.23861, 0.71625, 2.17606], [-4.61634, -0.49789, 3.37602], [-6.32065, -0.17900, 1.66310], [-5.81004, -1.83442, 1.98436], [-0.67648, 1.02565, 2.92676], [-2.37008, 1.01086, 3.31938], [-0.87381, 2.72833, 1.15662], [-2.53658, 2.34366, -0.65947], [-3.25419, 0.83588, 0.23514], [1.00363, 1.96181, 2.35863], [7.11624, 4.58592, -2.18522], [5.87822, 3.73789, -2.40401], [4.98345, 3.85036, -1.29163], [4.21058, 4.94442, -1.26777], [4.21366, 5.80788, -2.08543], [3.29489, 4.90011, -0.03848], [3.97864, 4.55093, 1.06556], [2.31246, 4.00549, -0.19366], [2.73390, 6.07207, 0.20309], [7.58479, 4.32499, -1.24098], [7.83465, 4.43922, -2.99118], [6.86708, 5.64587, -2.13572], [6.15210, 2.68648, -2.46985], [5.37655, 4.00065, -3.33332], [8.57014, 4.11519, 0.14144], [-0.34585, -6.80427, 0.23334], [1.33835, 0.56497, -6.06050], [1.23036, -0.38542, -4.58510], [-0.34119, -0.39871, -4.07313], [2.24938, 0.34018, -3.35769], [1.76421, -1.98848, -4.90129], [-5.43768, -4.26228, -1.59720], [-5.51551, -3.97883, -0.16769], [-5.56804, -3.74566, 0.95561], [-5.52616, -5.33365, -1.76591], [-6.24340, -3.74932, -2.11888], [-4.48207, -3.91694, -1.98718], [1.05835, 2.51955, -5.63414], [2.51420, -1.72545, -2.42295], [-1.82161, 0.02818, -1.11872], [0.49197, 0.50515, -8.32794]],
  "atomic_forces_ev_per_a": [[0.143, -0.134, -0.402], [-0.242, 0.450, -0.464], [0.519, -0.566, 0.250], [0.088, 1.388, 0.544], [0.704, 0.587, -2.430], [0.370, -0.471, 2.713], [0.092, -0.033, 1.204], [0.416, -0.537, 0.686], [-0.452, -0.894, -0.008], [-0.238, -0.001, 0.036], [0.234, 0.685, 1.583], [-0.158, 0.153, -0.090], [0.396, 2.745, -2.310], [-0.199, -2.058, -0.300], [0.741, 1.228, 1.333], [0.263, 0.446, 0.512], [-0.538, -0.064, -0.378], [0.144, 0.245, 0.459], [0.028, 0.331, 0.022], [0.196, -1.316, 0.495], [0.126, 1.474, 0.103], [-0.196, 0.781, -0.273], [1.001, -1.112, 0.719], [0.168, 0.686, -0.140], [-0.948, -0.697, 0.600], [-0.634, 0.705, -0.466], [-0.174, -0.281, -0.051], [0.111, 0.162, -0.094], [-0.017, 0.094, -0.272], [0.244, 0.232, -0.013], [0.000, 0.254, -0.010], [0.371, -0.177, -0.165], [0.020, 0.207, -0.108], [-0.030, -0.107, -0.489], [-0.044, -0.201, -0.595], [-0.993, -1.423, 0.547], [-0.105, -0.238, -0.147], [-1.756, -0.705, 0.453], [-0.045, -0.521, -0.269], [0.129, 0.010, -0.318], [1.384, 0.371, -0.257], [-0.264, 0.423, -0.382], [0.336, -0.224, -0.159], [-0.059, -0.072, 0.211], [0.251, -0.345, -0.314], [-0.131, 0.225, -0.006], [-0.739, 0.112, 0.942], [0.277, -0.086, -0.148], [0.195, -0.136, -0.287], [0.183, 0.169, -0.329], [-0.730, -0.059, -0.962], [0.031, -0.037, 0.047], [0.002, -0.007, -0.042], [-0.169, -0.039, 0.166], [-0.019, 0.208, 0.076], [0.870, -0.186, 1.283], [-0.541, -1.375, -0.509], [0.549, -3.930, -0.975], [-0.432, -1.509, 0.680], [0.497, 0.462, -0.578], [-0.371, -0.523, -1.315], [0.224, 1.320, 0.555], [0.012, 0.014, 0.069], [0.054, 0.022, 0.190], [-0.034, -0.535, -0.286], [0.023, -0.008, 0.013], [0.002, 0.021, 0.014], [0.015, 0.014, 0.035], [-0.772, 4.648, 1.247], [0.845, 0.109, -0.314], [-1.269, -0.042, -1.370], [0.048, -0.336, 0.237]],
  "mulliken_charge": [-0.568, -0.196, -0.653, 1.501, -0.767, -0.924, -0.440, 1.463, -0.826, -0.981, -0.928, -0.299, -1.237, 1.220, -0.559, -0.560, -0.342, -0.398, -0.292, 0.913, -0.261, -0.283, 0.634, -0.369, -0.373, -0.183, 0.439, 0.650, 0.313, 0.517, 0.395, 0.508, 0.365, 0.427, 0.480, 0.017, 0.584, -0.490, 0.492, -0.034, 1.043, -0.887, -0.265, -0.241, 0.280, -0.479, 0.941, -0.260, -0.236, -0.241, -0.334, 0.494, 0.466, 0.382, 0.337, 0.948, -0.695, -0.472, 0.617, -0.238, -0.426, -0.391, -0.885, 0.482, -0.472, 0.339, 0.284, 0.247, 0.871, 0.953, -0.724, 0.610]
}